Entry 1:
Formula: C16H20O2
Source: OMol25
Level of theory: ωB97M-V/def2-TZVPD

Structure (XYZ):
```
38
Properties=species:S:1:pos:R:3:forces:R:3
C -2.272 -1.533 -0.760 -2.372 -1.063 -1.357
C -3.786 -1.260 -1.044 -0.488 0.447 -0.032
C -1.903 -1.048 0.566 1.116 1.792 1.273
C -1.907 -1.726 1.779 -1.313 0.642 0.487
C -1.558 0.345 0.619 -0.298 -1.674 0.248
C -1.677 -1.042 2.987 0.068 0.274 0.469
C -1.438 1.034 1.801 0.765 -0.668 -0.511
C -1.487 0.326 2.997 0.784 0.198 0.460
O -1.133 1.059 4.118 -0.374 -0.153 -0.325
H -2.172 -2.616 -0.968 0.479 0.450 0.454
H -1.830 -0.981 -1.589 0.779 -0.074 0.269
H -4.048 -0.189 -1.100 0.533 -0.240 -0.073
H -2.408 -2.672 1.930 0.586 -0.637 -0.544
H -1.328 0.769 -0.335 -0.090 0.729 -0.335
H -1.628 -1.555 3.960 -0.216 -0.039 -0.588
H -1.026 2.020 1.796 -0.211 0.656 0.120
H -1.270 0.569 4.934 -0.054 -0.227 -0.123
H -4.522 -1.634 -0.328 0.458 -0.406 0.253
H -4.037 -1.704 -2.004 -0.099 0.001 -0.188
C 1.435 -1.724 -0.529 -3.532 -3.392 -1.703
C 2.500 -2.820 -0.427 1.386 0.783 0.713
C 1.772 -0.419 -1.133 0.865 1.580 1.241
C 1.452 -0.028 -2.430 -0.239 -1.782 0.930
C 2.469 0.545 -0.380 1.251 1.140 -0.687
C 1.496 1.276 -2.843 0.013 0.235 -0.736
C 2.711 1.855 -0.874 -1.432 -0.861 0.345
C 1.969 2.273 -1.988 0.823 -0.599 0.512
O 1.797 3.604 -2.185 0.243 0.048 -0.620
H 0.600 -2.248 -1.173 1.286 1.237 0.472
H 0.790 -1.723 0.378 1.060 0.831 -0.093
H 2.575 -3.670 -1.128 -0.613 0.697 -0.010
H 1.173 -0.892 -3.033 -0.361 0.644 -0.514
H 3.031 0.361 0.541 -0.647 -0.544 -0.091
H 1.233 1.438 -3.883 -0.227 0.558 0.122
H 3.331 2.544 -0.307 -0.329 0.043 -0.075
H 1.427 3.730 -3.067 -0.020 0.146 0.071
H 2.470 -3.223 0.579 0.091 -0.331 0.129
H 3.441 -2.266 -0.494 0.330 -0.440 0.038
```
Forces are in eV/Å.

Computed properties:
Spin multiplicity: 1
Electronic energy in hartree: -772.098470
Gap between HOMO and LUMO in eV: 9.0287
SMILES: CCc1ccc(O)cc1.CCc1ccc(O)cc1
HOMO energy in eV: -8.3
LUMO in eV: 0.76

Results of the Mulliken charge analysis, in e, for atoms 1 through 6: C -0.8192; C -1.3278; C 0.3342; C -0.3676; C -0.2428; C -0.5767



Entry 2:
Formula: C16H20O2Si
Source: OMol25
Level of theory: ωB97M-V/def2-TZVPD

Structure (XYZ):
```
39
Properties=species:S:1:pos:R:3:forces:R:3
O 0.403 -1.896 0.699 -1.080 0.013 -0.557
O -1.155 -0.622 -1.197 -0.313 -0.156 -0.311
C -1.256 2.716 3.029 0.405 0.675 1.464
C 3.879 0.781 -2.417 -0.260 -1.691 1.452
C -0.779 3.106 1.787 -0.439 0.434 -0.801
C -1.206 1.414 3.421 0.367 -2.692 -2.405
C 3.759 -0.387 -1.599 0.477 1.632 -0.055
C 2.826 1.670 -2.443 0.166 -1.673 -0.603
C -0.283 2.165 0.882 0.437 2.932 0.507
C -0.850 0.426 2.431 -0.870 1.353 2.310
C 2.621 -0.583 -0.793 1.623 0.436 -1.478
C 1.663 1.322 -1.815 -1.960 1.350 1.108
C -0.374 0.869 1.226 0.556 -3.729 -0.538
C 1.524 0.239 -0.910 0.042 0.182 -1.254
C 0.149 -3.967 -0.598 -1.553 0.310 1.559
C -2.893 0.816 -0.353 -0.049 -0.539 0.123
C -0.433 -3.119 0.548 0.168 1.933 -1.708
C -2.575 -0.576 -0.937 1.104 1.281 2.098
Si 0.026 -0.434 -0.063 0.254 -0.103 0.462
H -1.526 3.399 3.848 -0.112 0.252 -0.919
H 4.722 1.031 -3.031 0.566 -0.420 -0.027
H -0.948 4.135 1.493 0.527 0.121 -0.003
H -1.513 1.044 4.361 -0.329 0.075 1.031
H 4.605 -1.053 -1.480 -0.037 -0.087 -0.193
H 2.865 2.393 -3.213 -0.182 1.235 -0.201
H 0.219 2.472 -0.045 -0.588 -0.046 0.421
H -1.026 -0.633 2.657 0.422 0.411 -0.157
H 2.606 -1.405 -0.129 -0.027 -0.839 0.533
H 0.849 2.072 -1.963 0.300 -1.051 0.116
H -0.207 -4.972 -0.593 -0.869 -0.720 -0.078
H 1.164 -4.097 -0.504 2.604 0.131 0.278
H -0.078 -3.482 -1.516 -0.155 0.320 -0.852
H -2.255 1.113 0.476 -0.066 -0.456 -0.558
H -2.789 1.555 -1.112 0.000 0.726 -0.674
H -3.844 0.919 0.123 -1.195 -0.298 -0.242
H -1.415 -2.787 0.157 0.259 -0.268 0.602
H -0.568 -3.519 1.540 0.307 -0.522 0.107
H -2.762 -1.303 -0.159 -0.463 -0.452 0.108
H -3.147 -0.822 -1.807 -0.034 -0.057 -0.663
```
Forces are in eV/Å.

Computed properties:
Spin multiplicity: 1
Electronic energy in hartree: -1061.686611
Gap between HOMO and LUMO in eV: 9.8762
SMILES: CCO[Si](OCC)(c1ccccc1)c1ccccc1
HOMO energy in eV: -9.0
LUMO in eV: 0.89

Results of the Mulliken charge analysis, in e, for atoms 1 through 6: O -0.4056; O -0.2944; C -0.5795; C -0.2831; C -0.5007; C -0.6089



Entry 3:
Formula: C16H21AgF6I2N2O3PSi
Source: OMol25
Level of theory: ωB97M-V/def2-TZVPD

Structure (XYZ):
```
53
Properties=species:S:1:pos:R:3:forces:R:3
Ag -1.245 -0.167 0.940 0.170 -0.895 -0.161
O -2.116 -1.698 2.336 -0.191 -0.784 1.842
N -1.629 -2.699 2.956 0.517 0.342 -3.499
N -0.831 -3.402 2.052 -2.342 1.889 2.354
O -0.579 -2.917 0.917 0.335 -0.626 -0.991
C -0.304 -4.554 2.591 0.002 0.703 0.846
C -0.775 -4.972 3.883 -0.524 -1.144 -0.894
C -0.077 -6.009 4.452 0.916 -0.153 -0.333
C 1.148 -6.500 3.868 -1.382 0.110 2.122
C 1.463 -6.071 2.620 2.768 -2.116 -1.093
C 0.756 -5.158 1.925 -1.515 0.903 -1.043
H -1.783 -4.723 4.326 1.569 0.190 -0.839
H -0.560 -6.437 5.319 0.575 -0.243 0.372
H 1.816 -7.148 4.446 -0.448 -0.029 -0.398
H 2.334 -6.544 2.081 -0.809 0.531 0.788
H 0.920 -4.964 0.850 0.034 0.277 0.927
C 0.956 -0.467 1.336 0.485 1.047 1.273
C 1.575 -0.607 0.093 1.367 -1.172 -0.815
C 1.868 0.574 -0.683 -0.810 -0.056 0.954
C 2.739 0.459 -1.748 -1.374 0.527 1.193
C 3.171 -0.783 -2.102 1.756 0.689 -2.449
C 2.873 -1.934 -1.474 -0.514 -3.248 1.773
C 2.115 -1.925 -0.297 -0.803 2.054 -0.952
H 1.052 0.562 1.749 -0.445 -0.760 -0.011
H 0.983 -1.295 2.045 -0.161 0.234 -0.223
H 1.315 1.514 -0.367 1.111 -1.182 -0.520
H 2.999 1.282 -2.362 0.102 0.779 -0.394
H 3.741 -0.802 -3.032 -0.013 -0.325 0.229
H 3.217 -2.923 -1.893 -0.353 1.225 0.439
H 1.745 -2.811 0.230 0.374 0.425 -0.186
C -2.794 4.920 -2.182 0.557 -0.187 0.679
Si -1.243 3.986 -3.038 -1.419 -1.061 0.738
C 0.158 3.979 -1.778 -0.301 -1.815 0.651
C -0.605 5.103 -4.383 -1.592 -0.207 -0.445
O -1.683 2.496 -3.658 -0.245 2.294 0.688
H -2.900 5.917 -2.653 0.150 -0.238 0.295
H -2.707 5.026 -1.037 0.181 0.022 -1.989
H -3.768 4.428 -2.320 0.347 -0.153 -0.170
H 1.124 4.075 -2.269 0.137 0.465 0.004
H 0.233 2.972 -1.231 -0.420 1.626 -0.699
H -0.075 4.765 -1.043 0.516 -0.232 -0.167
H 0.320 4.667 -4.692 0.566 -0.297 -0.712
H -0.371 6.036 -3.891 -0.128 0.643 -0.164
H -1.388 5.171 -5.201 1.204 0.229 0.765
F -0.904 4.229 1.244 -0.216 0.360 0.456
P -1.891 3.019 1.540 0.157 -2.294 -0.590
F -2.710 1.547 1.707 -0.473 1.367 0.011
F -2.886 3.799 2.512 0.204 0.113 0.340
F -2.843 3.435 0.333 0.235 -0.566 -0.273
F -0.885 2.073 0.465 -0.710 1.204 0.772
F -1.022 2.538 2.805 0.450 0.274 -0.236
I -0.677 0.739 -3.953 0.193 -0.068 0.105
I 0.630 -1.804 -4.335 0.208 -0.672 -0.367
```
Forces are in eV/Å.

Computed properties:
Spin multiplicity: 2
Electronic energy in hartree: -2930.093624
Gap between HOMO and LUMO (spin up / spin down) in eV: 6.3179 / 6.4306
HOMO energy (spin up / spin down) in eV: -2.0 / -2.4
Total charge: -2
LUMO (spin up / spin down) in eV: 4.32 / 3.98

Results of the Mulliken charge analysis, in e, for atoms 1 through 6: Ag 0.5012; O -0.5901; N -0.2425; N 0.7001; O -0.6433; C 0.2945



Entry 4:
Formula: C16H21BIN6OsS4
Source: OMol25
Level of theory: ωB97M-V/def2-TZVPD

Structure (XYZ):
```
50
Properties=species:S:1:pos:R:3:forces:R:3
Os 1.095 1.030 -1.205 -0.028 -0.751 1.351
C 0.367 3.688 3.328 0.199 0.283 0.156
N -0.575 3.042 2.414 0.338 -0.354 -0.649
C -1.886 2.798 2.673 -0.809 -0.231 -0.313
C -2.423 2.222 1.552 -0.278 0.268 0.746
N -1.437 2.095 0.620 1.004 0.053 -0.066
B -1.622 1.772 -0.888 -0.677 -0.164 0.699
N -2.223 0.402 -1.257 0.518 -0.254 -0.276
C -3.546 0.050 -1.151 -0.262 -0.132 -0.119
C -3.750 -1.065 -1.901 -0.230 0.235 0.295
N -2.552 -1.395 -2.471 0.334 0.286 0.089
C -2.346 -2.472 -3.435 0.011 -0.250 -0.347
C -1.633 -0.497 -2.073 -0.589 -0.022 0.250
S 0.036 -0.627 -2.494 0.561 0.600 0.237
C -0.305 2.604 1.166 -0.708 -0.070 0.380
S 1.245 2.748 0.434 0.373 -0.414 -1.118
H 0.009 3.573 4.347 -0.034 -0.075 -0.035
H 0.444 4.752 3.104 -0.069 -0.046 -0.069
H 1.349 3.233 3.239 -0.017 -0.099 -0.007
H -2.353 3.057 3.609 0.057 0.017 -0.035
H -3.443 1.931 1.366 0.034 -0.003 0.024
H -0.449 1.760 -1.377 -0.062 0.443 -0.550
H -2.218 2.638 -1.435 0.290 0.145 -0.188
H -4.258 0.622 -0.581 0.012 0.019 -0.033
H -4.652 -1.632 -2.065 0.049 -0.016 -0.077
H -3.033 -3.287 -3.222 0.013 0.033 0.100
H -1.324 -2.839 -3.380 0.004 -0.014 0.103
H -2.538 -2.111 -4.445 -0.003 0.065 0.051
S 1.213 -0.515 1.131 0.226 0.676 -0.299
C 0.100 -1.703 1.586 -0.368 -0.559 -0.085
N 0.109 -2.256 2.780 0.213 0.142 -0.131
C -1.009 -3.139 3.114 -0.296 -0.137 0.077
C -1.480 -3.704 1.784 0.164 0.024 -0.153
S -1.152 -2.360 0.582 -0.015 0.067 0.112
H 0.802 -1.999 3.471 0.002 0.053 0.010
H -1.790 -2.553 3.605 0.031 -0.003 -0.019
H -0.694 -3.930 3.791 0.105 0.037 -0.016
H -2.534 -3.963 1.769 -0.019 0.045 0.052
H -0.884 -4.560 1.473 -0.047 -0.037 0.018
I 6.867 1.802 0.098 -0.373 -0.200 -0.252
C 5.392 0.852 -1.051 0.336 0.225 0.315
C 5.734 -0.025 -2.077 -0.140 -0.012 -0.018
C 4.718 -0.637 -2.800 -0.048 0.054 0.079
C 3.405 -0.361 -2.489 0.149 -0.226 -0.265
N 3.069 0.497 -1.501 -0.145 0.097 -0.213
C 4.056 1.090 -0.795 0.343 0.164 0.213
H 6.772 -0.230 -2.305 0.013 0.006 -0.013
H 4.945 -1.322 -3.605 -0.033 -0.027 -0.002
H 2.608 -0.841 -3.037 -0.050 0.046 -0.017
H 3.773 1.764 0.000 -0.080 0.014 0.008
```
Forces are in eV/Å.

Computed properties:
Spin multiplicity: 5
Electronic energy in hartree: -2955.872879
Gap between HOMO and LUMO (spin up / spin down) in eV: 6.6366 / 4.5831
HOMO energy (spin up / spin down) in eV: -16.6 / -16.6
Total charge: +3
LUMO (spin up / spin down) in eV: -9.99 / -12.03

Results of the Mulliken charge analysis, in e, for atoms 1 through 6: Os 0.8120; C -0.8654; N 0.1584; C -0.5254; C -0.4512; N 0.6012



Strongest force on any atom / eV/Å: 5.18 3.81 3.82 1.55
Energy relative to the best compared isomer or geometry (same formula, charge and spin) / eV: 2.418 0.539 0.171 1.142